A cluster of 12 separate species, C47H119N10O20 in total at a distorted geometry. Source: OMol25; level of theory: ωB97M-V/def2-TZVPD.

Summary:
spin multiplicity = 2
charge = +2
HOMO energy (alpha / beta) = -11.692 / -11.692 eV
<S²> = 0.754

The geometry in XYZ format:
```
196
C47H119N10O20, DFT ωB97M-V/def2-TZVPD
C -4.7717 24.6932 14.7247
C -3.5332 24.0507 15.4767
C -3.9338 23.3609 16.7365
C -2.7306 22.6172 17.4082
N -3.1454 21.5906 18.5953
C -4.1188 22.1875 19.5563
C -3.6527 21.8183 21.0358
C -2.3867 20.9824 20.8625
C -1.9261 21.2185 19.3850
C -3.7056 20.2571 17.9993
H -5.4924 25.0486 15.4612
H -5.2189 24.1273 13.9075
H -4.5025 25.5404 14.0939
H -2.7449 24.7652 15.7135
H -3.1258 23.3626 14.7360
H -4.7924 22.7426 16.4747
H -4.2595 24.1209 17.4467
H -1.9004 23.2935 17.6120
H -2.4622 21.9401 16.5972
H -5.1469 21.9575 19.2768
H -4.1865 23.2705 19.4534
H -4.4804 21.3157 21.5362
H -3.6332 22.7635 21.5782
H -2.5546 19.9076 20.9318
H -1.6075 21.4147 21.4902
H -1.2927 20.4075 19.0255
H -1.3076 22.1123 19.4669
H -4.0429 19.5981 18.7993
H -2.9646 19.7180 17.4091
H -4.5136 20.5408 17.3249
C -3.5345 26.3090 19.6815
C -1.9183 26.2692 19.9218
O -1.5252 25.0150 20.4962
H -3.8104 27.3274 19.4077
H -4.0075 26.2095 20.6585
H -3.8860 25.6040 18.9281
H -1.6407 27.0445 20.6359
H -1.3617 26.5677 19.0334
H -0.5894 25.1180 20.6837
C -8.1838 19.4291 20.2041
C -7.4180 18.1353 19.9329
O -6.5456 18.5397 18.9713
H -8.8293 19.5100 21.0787
H -8.8198 19.5750 19.3310
H -7.5641 20.3228 20.2765
H -7.8355 17.1295 19.8848
H -6.9354 18.0210 20.9035
H -6.6992 18.1531 18.1061
C -0.7598 12.6819 15.9116
O -0.9194 14.1484 15.8774
C -0.0520 14.9230 16.6658
C -0.7612 15.0477 18.1013
N -0.1401 15.8493 19.1742
C -0.0623 17.2503 18.8510
C 0.7917 17.9080 19.9672
O 0.1024 17.9864 21.2005
C 0.8898 18.5837 22.2319
H 0.0910 12.4698 15.2641
H -1.6127 12.2210 15.4135
H -0.7534 12.2773 16.9237
H 0.2416 15.9156 16.3243
H 0.8649 14.3625 16.8485
H -0.9023 14.0382 18.4873
H -1.7924 15.3759 17.9710
H -0.5118 15.6988 20.1011
H -1.0433 17.7123 18.7400
H 0.3924 17.4192 17.8748
H 0.9871 18.9084 19.5810
H 1.8101 17.5266 20.0419
H 0.9312 19.6286 21.9247
H 1.9484 18.3415 22.1371
H 0.5567 18.5583 23.2695
C 5.7754 25.2694 15.8011
O 4.9426 24.2716 15.2565
C 3.5725 24.6953 15.0493
C 2.7896 23.3737 14.5677
N 1.3799 23.4953 15.0062
C 1.1307 23.4803 16.4840
C 2.1653 22.8371 17.4180
O 2.2192 21.4161 17.2464
C 3.3561 20.7623 17.8152
H 5.2697 25.6886 16.6710
H 6.0005 26.0924 15.1228
H 6.7201 24.7795 16.0367
H 3.6149 25.5025 14.3181
H 3.3016 25.1230 16.0146
H 3.2031 22.4804 15.0358
H 2.8985 23.2516 13.4901
H 0.7043 23.0317 14.4156
H 0.1641 22.9906 16.6026
H 0.9197 24.5057 16.7876
H 1.7126 22.9062 18.4071
H 3.1433 23.3171 17.3858
H 3.3104 21.1363 18.8380
H 4.2809 21.0412 17.3101
H 3.2328 19.6822 17.8946
C -2.9690 19.7399 9.0244
O -4.1438 19.9442 9.7891
C -4.6700 18.7314 10.3287
C -5.6006 19.0657 11.4491
N -5.0470 20.0179 12.4367
C -3.8168 19.5750 13.1202
C -4.1244 18.3655 14.0669
O -2.8606 18.0019 14.7574
C -2.9799 17.1635 15.7966
H -2.1044 19.7076 9.6873
H -2.7844 20.6409 8.4394
H -3.1083 18.9092 8.3327
H -3.9688 18.0536 10.8155
H -5.2635 18.2828 9.5320
H -6.0881 18.2101 11.9163
H -6.4993 19.5873 11.1198
H -4.7198 20.7316 11.8014
H -3.5744 20.3350 13.8629
H -2.9865 19.6027 12.4145
H -4.2415 17.5270 13.3804
H -4.9252 18.6289 14.7580
H -2.0065 16.8616 16.1832
H -3.4879 16.2294 15.5569
H -3.5477 17.6428 16.5940
C -3.6282 25.4067 24.4017
O -2.6574 24.8346 25.2535
C -1.3372 25.4042 25.3271
C -0.5028 24.9742 24.0905
N -0.3100 23.5326 24.1139
C 0.1578 23.1600 22.7456
C 1.4190 23.8279 22.1959
O 1.2199 25.2299 21.8429
C 2.3278 25.7098 21.1093
H -3.2828 25.5310 23.3753
H -4.0316 26.3756 24.6958
H -4.5252 24.8128 24.2261
H -0.9804 24.8686 26.2068
H -1.1741 26.4755 25.4445
H 0.4956 25.3943 24.2123
H -0.9465 25.2983 23.1491
H -1.2302 23.1340 24.2344
H -0.6382 23.4163 22.0465
H 0.1820 22.0702 22.7484
H 1.6464 23.2958 21.2722
H 2.3096 23.6784 22.8062
H 2.4170 25.2457 20.1272
H 3.2095 25.6113 21.7425
H 2.1366 26.7327 20.7849
C -8.4752 22.7987 26.6108
O -8.8319 23.4435 25.4354
C -9.7091 22.6428 24.5816
C -9.0847 21.2682 24.2300
N -7.8487 21.3106 23.3514
C -7.1759 20.0105 23.2586
C -6.4887 19.6556 24.5425
O -5.5007 20.6545 24.7486
C -4.4995 20.2682 25.6410
H -9.3859 22.3235 26.9752
H -7.9041 23.2534 27.4203
H -7.7348 22.0464 26.3388
H -9.9794 23.2606 23.7252
H -10.6847 22.6030 25.0660
H -9.8962 20.7717 23.6979
H -8.9613 20.6524 25.1210
H -7.2536 21.9590 23.8468
H -6.3427 19.9893 22.5561
H -7.9650 19.3066 22.9941
H -5.9411 18.7263 24.3856
H -7.0631 19.4502 25.4458
H -4.9315 20.1344 26.6328
H -3.8476 21.1366 25.7350
H -3.8530 19.5037 25.2101
C -8.3791 26.0971 15.2488
N -8.4873 24.5731 15.6376
O -8.3517 23.7301 14.7534
O -8.6178 24.3226 16.8570
H -9.3866 26.4991 15.1418
H -8.0047 26.2195 14.2325
H -7.7130 26.5070 16.0081
C -4.7799 15.5717 20.5202
N -3.7570 16.6578 20.2910
O -3.4158 17.3598 21.2576
O -3.4178 16.8156 19.1350
H -4.4850 15.1598 21.4853
H -4.7764 14.9011 19.6608
H -5.6532 16.2010 20.3487
C -0.4052 21.3157 11.8696
N -1.4441 22.1876 12.5622
O -1.4821 22.1945 13.8241
O -2.1498 22.8859 11.8309
H -0.4459 21.4133 10.7848
H -0.6266 20.2931 12.1752
H 0.5663 21.6665 12.2178
C -8.6838 21.0806 16.7801
N -7.2365 21.3605 16.7171
O -6.7430 22.0738 17.5706
O -6.6073 20.6605 15.9852
H -9.0607 21.6655 15.9411
H -8.9522 21.3622 17.7984
H -8.9580 20.0375 16.6227
```

=====

A structure of composition C47H122As4F24N7O7 at a distorted geometry. Source: OMol25; level of theory: ωB97M-V/def2-TZVPD.

Summary:
charge = +3
HOMO energy = -15.022 eV

The geometry in XYZ format:
```
211
C47H122As4F24N7O7, DFT ωB97M-V/def2-TZVPD
C 1.6094 5.2172 -1.3056
C 1.8383 5.0507 0.2513
N 0.6368 5.3906 1.1819
C 1.0889 5.4171 2.6666
C 0.0034 6.7879 0.7600
C 1.0058 7.9070 0.6064
C -0.3914 4.2188 0.9873
C -1.8756 4.3808 1.5018
O -2.4787 5.5324 0.8484
C -3.8918 5.4694 0.8989
H 0.6952 4.6908 -1.5799
H 2.4066 4.7867 -1.9117
H 1.3824 6.2280 -1.6444
H 2.5760 5.7299 0.6787
H 2.1249 4.0227 0.4730
H 0.1361 5.7638 3.0664
H 1.8567 6.1853 2.7585
H 1.4958 4.4644 3.0058
H -0.7484 6.9989 1.5205
H -0.4970 6.6636 -0.2004
H 1.5365 8.0580 -0.3337
H 1.7879 7.9657 1.3633
H 0.3986 8.7882 0.8139
H -0.0070 3.2851 1.3980
H -0.4833 4.0242 -0.0813
H -1.8212 4.4944 2.5845
H -2.4723 3.4816 1.3486
H -4.3615 6.2731 0.3317
H -4.2812 5.7926 1.8643
H -4.3149 4.5071 0.6109
C 6.0817 -3.6018 3.9818
C 5.2826 -2.9361 5.0785
N 3.7769 -2.8759 4.8228
C 3.5572 -2.1764 3.4636
C 3.1212 -4.3543 4.6902
C 1.6173 -4.3623 4.4076
C 3.0716 -1.9939 5.9481
C 3.0127 -2.6849 7.2785
O 4.2619 -2.7343 7.9594
C 4.1325 -3.4126 9.2111
H 5.9894 -4.6867 4.0318
H 7.1244 -3.2858 4.0141
H 5.8158 -3.2003 3.0040
H 5.5997 -1.9088 5.2582
H 5.3017 -3.5909 5.9497
H 4.2616 -1.3461 3.4128
H 2.5125 -1.8655 3.4616
H 3.6188 -2.8508 2.6095
H 3.3833 -4.8666 5.6159
H 3.6769 -4.8434 3.8901
H 1.2772 -5.2905 3.9483
H 1.3946 -3.6251 3.6362
H 1.0940 -4.1611 5.3423
H 2.0459 -1.8105 5.6280
H 3.6466 -1.0827 6.1131
H 2.5520 -3.6705 7.2109
H 2.3297 -2.0357 7.8264
H 3.5093 -4.3051 9.1540
H 3.9423 -2.7054 10.0184
H 5.1478 -3.8028 9.2813
C -4.3429 1.1832 -5.3147
C -3.2817 1.8859 -4.5103
N -3.4739 3.4702 -4.3989
C -3.2254 4.1340 -5.7721
C -4.8831 3.8275 -3.8456
C -5.1902 3.0314 -2.6302
C -2.3075 3.9480 -3.4788
C -2.4089 5.3588 -2.9065
O -2.5705 6.3742 -3.9289
C -1.4326 6.7785 -4.7454
H -5.3956 1.4076 -5.1427
H -4.2736 0.1137 -5.1163
H -4.0669 1.3833 -6.3500
H -2.3656 1.7457 -5.0840
H -3.1246 1.3442 -3.5775
H -3.7346 5.0966 -5.7253
H -3.9918 3.6690 -6.3922
H -2.2348 3.9579 -6.1913
H -5.5326 3.6104 -4.6937
H -4.9261 4.8807 -3.5683
H -5.1466 1.9484 -2.7453
H -6.1848 3.2592 -2.2467
H -4.5089 3.4118 -1.8692
H -1.4145 3.8380 -4.0942
H -2.2497 3.2452 -2.6477
H -1.4679 5.6452 -2.4369
H -3.2767 5.5087 -2.2642
H -1.2612 6.0694 -5.5553
H -0.5771 6.8610 -4.0750
H -1.6134 7.7723 -5.1549
C -4.6533 1.4396 6.3835
C -3.7474 0.5429 5.4236
N -4.1678 0.6555 3.8910
C -4.0921 2.0940 3.3593
C -3.1349 -0.2692 3.1316
C -3.1689 -1.7649 3.5297
C -5.6532 0.1498 3.7239
C -6.0474 -0.1940 2.2664
O -5.8424 0.8460 1.2831
C -5.8307 0.3903 -0.0847
H -4.4626 1.1904 7.4274
H -5.7168 1.2695 6.2163
H -4.4365 2.4849 6.1638
H -3.4714 -0.4506 5.7768
H -2.7861 1.0551 5.4648
H -4.3311 2.1169 2.2961
H -3.0637 2.3270 3.6352
H -4.7949 2.6430 3.9860
H -2.1511 0.1519 3.3387
H -3.3098 -0.0944 2.0700
H -4.1606 -2.1547 3.7593
H -2.5298 -2.1339 4.3319
H -2.8480 -2.3125 2.6435
H -6.2926 0.9723 4.0443
H -5.7368 -0.7114 4.3867
H -7.1227 -0.3719 2.2705
H -5.6111 -1.1447 1.9601
H -6.7270 -0.1193 -0.4384
H -5.0124 -0.3275 -0.1420
H -5.4815 1.1361 -0.7988
C -0.0202 -2.9970 -7.1586
N 0.0459 -2.9256 -5.6371
C 1.4735 -2.5062 -5.3614
C -0.9022 -1.8255 -5.1438
C -0.2700 -4.3292 -5.1298
C 0.2264 -4.6757 -3.7043
O 1.5323 -4.9886 -3.8340
H -1.0436 -3.3162 -7.3558
H 0.6879 -3.7176 -7.5680
H 0.0110 -2.0295 -7.6596
H 2.1348 -3.2983 -5.7126
H 1.5470 -2.3564 -4.2842
H 1.6179 -1.5820 -5.9210
H -1.8632 -2.3322 -5.2323
H -0.7054 -1.0014 -5.8296
H -0.6597 -1.4740 -4.1409
H 0.2227 -5.0248 -5.8091
H -1.3337 -4.5606 -5.1863
H -0.3048 -5.4904 -3.2120
H 0.1770 -3.7969 -3.0613
H 1.9464 -5.2378 -3.0046
C 5.6014 -4.6507 -3.2528
N 5.7254 -3.2141 -2.6090
C 6.7047 -2.4010 -3.5301
C 4.3215 -2.5337 -2.6533
C 6.3517 -3.4266 -1.2155
C 6.1883 -2.2587 -0.1929
O 6.4748 -0.9444 -0.7197
H 4.8951 -5.1709 -2.6059
H 6.6279 -5.0026 -3.1500
H 5.1939 -4.6027 -4.2626
H 6.0635 -2.2286 -4.3945
H 7.6021 -2.9698 -3.7734
H 6.9545 -1.4263 -3.1110
H 3.9721 -2.6854 -3.6746
H 4.3947 -1.4999 -2.3156
H 3.7617 -3.0581 -1.8789
H 7.3618 -3.8177 -1.3376
H 5.7361 -4.2777 -0.9244
H 6.9069 -2.4711 0.5986
H 5.2188 -2.2439 0.3051
H 7.2913 -0.5518 -0.4020
C 0.1793 -1.5859 1.4343
N 0.4272 -0.8432 0.1003
C 1.5095 0.2418 0.4110
C 0.9197 -1.8534 -0.9567
C -0.8649 -0.1447 -0.4532
C -1.9290 -1.1261 -0.9249
O -2.6001 -1.7848 0.1054
H 1.0323 -2.1273 1.8432
H -0.5667 -2.3665 1.2851
H -0.1638 -0.9605 2.2585
H 1.1238 0.8522 1.2275
H 1.6120 0.7693 -0.5374
H 2.4413 -0.2686 0.6546
H 0.3006 -2.7372 -0.8026
H 1.9679 -2.0547 -0.7353
H 0.8273 -1.4543 -1.9667
H -0.5755 0.5036 -1.2803
H -1.1547 0.4563 0.4087
H -1.5793 -1.8786 -1.6317
H -2.6384 -0.4432 -1.3924
H -3.2047 -2.4119 -0.2981
As 1.8116 1.8674 -3.8471
F 0.8330 1.6066 -5.3857
F 3.1408 0.9084 -4.4649
F 2.6738 2.1938 -2.2735
F 0.3460 2.6967 -3.1076
F 1.0572 0.3601 -3.2289
F 2.4090 3.4066 -4.4943
As 2.7375 -5.5633 0.2885
F 3.4459 -3.8639 0.6397
F 2.3810 -5.1372 -1.4317
F 2.2080 -7.2072 -0.1393
F 2.9798 -6.0254 1.9675
F 1.1173 -4.9983 0.7565
F 4.4188 -6.1654 -0.0994
As -4.5640 -3.5089 -2.6357
F -2.7832 -3.8123 -2.9130
F -4.8392 -3.6510 -4.4280
F -6.3027 -3.0733 -2.4857
F -4.3341 -3.2982 -0.8704
F -4.2810 -1.7473 -2.7137
F -4.9276 -5.2886 -2.5330
As 0.7798 0.9471 4.8968
F -0.2203 1.4693 3.3882
F 0.1817 -0.7674 4.7776
F 1.7453 0.5346 6.2618
F 1.3291 2.6535 5.0061
F -0.6592 1.3420 5.9993
F 2.1387 0.5555 3.8186
```

=====

Q: What is the charge in the second record?
A: +3

=====

Q: What is the charge in the second record?
A: +3